Here is a cluster of 2 separate species, C3H3Br2N4 in total from the OMol25 dataset. Energies are from ωB97M-V/def2-TZVPD.

```
12
Properties=species:S:1:pos:R:3:forces:R:3:mulliken_charge:R:1
C 0.266936 -1.132767 0.563629 -0.84 3.34 -2.10 0.554
C -0.240437 1.568215 -0.516616 2.80 2.72 -1.34 -0.873
C -0.145684 0.352045 -1.140704 -3.12 -6.37 0.78 -0.190
N 0.463149 -0.575066 1.751745 0.10 -0.24 -0.92 -0.189
N 0.070042 -2.414729 0.514891 -0.17 -0.14 -0.76 -0.354
N 0.466308 -1.644304 2.520722 -0.36 -1.81 0.52 -0.449
N 0.209662 -2.770259 1.793211 0.59 1.55 1.02 -0.335
Br -0.733425 3.264985 -1.742267 0.34 -0.87 0.35 -0.343
Br 1.110663 -0.085895 -2.471682 0.04 0.33 -0.14 -0.103
H -0.960877 1.710625 0.159980 -2.73 0.01 2.47 0.545
H 0.704581 1.779289 -0.124061 1.36 1.35 0.66 0.429
H -1.210920 -0.052141 -1.308847 1.99 0.14 -0.55 0.307
```
Positions in Å, forces in eV/Å.

Summary:
LUMO level   2.558 eV
Energy above the lowest of the compared OMol25 structures with the same formula, charge and spin   43.06 kcal/mol
Calculated total energy   -149202.1669 eV
F_max   0.1387 hartree/bohr
HOMO   -5.5 eV
Total charge   -1
Frontier orbital gap   8.07 eV